# 1
The following is a quantum chemistry calculation of the molecule C3H13ClNO3PSi2, from OMol25.

Structure (ORCA input):
```
! RIJCOSX wB97M-V def2-TZVPD def2/J DEFGRID3
* xyz 0 1
N -4.297 0.755 1.317
C -3.387 0.497 0.213
C -1.923 0.822 0.479
O -1.805 2.240 0.671
C -1.022 0.408 -0.676
Si 0.791 0.666 -0.329
O 1.643 -0.653 -0.851
Si 3.235 -0.915 -1.196
P 4.114 -2.043 0.614
O 4.426 -3.526 -0.073
Cl 6.020 -1.298 0.395
H -4.482 1.747 1.399
H -3.899 0.465 2.204
H -3.707 1.103 -0.638
H -3.464 -0.550 -0.092
H -1.618 0.311 1.401
H -1.371 2.421 1.507
H -1.175 -0.647 -0.923
H -1.312 0.993 -1.554
H 1.356 1.864 -0.993
H 0.998 0.809 1.136
H 3.319 -1.788 -2.387
H 3.934 0.368 -1.424
H 3.628 -4.049 -0.203
*
```

Its gap between HOMO and LUMO is 9.003 eV. The value obtained for the total energy is -48523.6884 eV. The LUMO energy comes out at 0.010 hartree. Its SMILES is NC[C@H](O)C[SiH2]O[SiH2]P(O)Cl. The value obtained for the HOMO energy is -8.72 eV. As for the largest force on an atom: 0.19 eV/Å.


# 2
The following is a quantum chemistry calculation of the molecule C5H6O2 at a distorted geometry, from OMol25.

Structure (ORCA input):
```
! RIJCOSX wB97M-V def2-TZVPD def2/J DEFGRID3
* xyz 0 1
O -1.546 -0.276 2.595
C -0.543 0.277 2.152
C -0.121 0.158 0.809
O 0.905 0.917 0.366
C 1.163 0.759 -0.882
C 0.328 -0.337 -1.465
C -0.744 -0.542 -0.363
H 0.119 0.894 2.798
H -1.707 -0.086 -0.633
H 1.979 1.336 -1.295
H -0.079 -0.092 -2.450
H 0.956 -1.234 -1.587
H -0.935 -1.598 -0.158
*
```

Its gap between HOMO and LUMO (spin up / spin down) is 7.155 / 8.324 eV. The value obtained for the total energy is -9374.2449 eV. The LUMO energy (spin up / spin down) comes out at -0.015 / 0.013 hartree. The value obtained for the HOMO energy (spin up / spin down) is -7.56 / -7.96 eV. As for the largest force on an atom: 1.66 eV/Å.


# 3
The following is a quantum chemistry calculation of a structure of composition C36H30BrF3IN5O3S3SbTi at a distorted geometry, from OMol25.

Structure (ORCA input):
```
! RIJCOSX wB97M-V def2-TZVPD def2/J DEFGRID3
* xyz 0 2
Ti -0.850 0.646 0.792
C 3.522 2.682 1.164
C 3.616 1.667 0.073
C 4.206 1.992 -1.139
C 4.418 1.026 -2.070
C 4.014 -0.277 -1.809
C 3.332 -0.492 -0.650
N 3.240 0.442 0.297
Sb 2.683 -2.404 -0.226
C 1.903 -2.070 1.728
C 2.305 -3.122 2.533
C 1.936 -3.048 3.882
C 1.250 -1.966 4.346
C 0.815 -0.998 3.444
C 0.030 0.157 3.962
N 1.115 -1.058 2.123
C 0.934 -2.862 -1.420
C 1.212 -3.871 -2.313
C 0.161 -4.285 -3.104
C -1.124 -3.815 -2.833
C -1.330 -2.847 -1.866
C -2.670 -2.313 -1.581
N -0.286 -2.368 -1.187
H 4.437 3.294 1.172
H 2.613 3.297 1.052
H 3.479 2.201 2.152
H 4.553 2.998 -1.326
H 4.869 1.240 -3.011
H 4.188 -1.088 -2.501
H 2.946 -3.931 2.203
H 2.248 -3.835 4.599
H 0.960 -1.886 5.382
H -0.039 0.071 5.045
H 0.500 1.117 3.771
H -0.992 0.153 3.562
H 2.228 -4.235 -2.409
H 0.332 -5.075 -3.824
H -1.995 -4.222 -3.323
H -2.842 -1.474 -2.228
H -3.519 -2.992 -1.735
H -2.703 -1.923 -0.559
C -1.455 -2.765 1.947
C -2.542 -1.766 2.184
C -3.534 -2.125 3.121
C -4.535 -1.236 3.374
C -4.698 -0.071 2.588
C -5.868 0.733 2.579
C -6.039 1.667 1.610
C -5.052 1.907 0.638
C -3.865 1.195 0.670
S -2.586 1.408 -0.523
C -3.723 0.172 1.615
N -2.587 -0.624 1.523
H -1.908 -3.728 1.687
H -0.808 -2.885 2.811
H -0.892 -2.439 1.097
H -3.443 -3.041 3.686
H -5.205 -1.451 4.192
H -6.622 0.613 3.340
H -6.935 2.285 1.634
H -5.184 2.623 -0.128
F 0.661 3.903 3.914
C -0.692 4.038 3.824
F -1.182 3.181 4.714
F -1.012 5.286 4.123
S -1.204 3.554 2.119
O -0.350 4.324 1.274
O -2.603 3.780 2.061
O -0.895 2.071 2.109
S 0.948 3.554 -2.034
C 0.827 2.277 -1.125
N 0.567 1.328 -0.480
Br 0.212 -0.611 -7.304
C 1.378 0.678 -6.550
C 2.140 1.424 -7.431
C 3.079 2.302 -6.934
C 3.252 2.458 -5.571
C 2.447 1.745 -4.710
C 1.500 0.839 -5.179
I 0.478 -0.329 -3.691
H 2.043 1.241 -8.498
H 3.681 2.878 -7.607
H 3.968 3.184 -5.186
H 2.547 1.897 -3.654
*
```

Its gap between HOMO and LUMO (spin up / spin down) is 7.061 / 7.366 eV. The value obtained for the total energy is -199868.1236 eV. The LUMO energy (spin up / spin down) comes out at -0.026 / -0.025 hartree. The value obtained for the HOMO energy (spin up / spin down) is -7.76 / -8.04 eV. As for the largest force on an atom: 1.80 eV/Å.


# 4
The following is a quantum chemistry calculation of a cluster of 4 separate species, CH11N3O3 in total at a distorted geometry, from OMol25.

Structure (ORCA input):
```
! RIJCOSX wB97M-V def2-TZVPD def2/J DEFGRID3
* xyz 0 1
N 0.308 0.531 0.998
C -0.460 1.116 0.121
N -0.861 0.641 -1.135
N -0.749 2.469 0.370
H 0.620 -0.410 0.864
H -0.128 0.774 -1.864
H -1.295 -0.268 -1.090
H -0.570 2.975 1.231
H -1.435 2.893 -0.183
O 0.479 -2.640 0.666
H -0.057 -2.628 1.490
H 0.936 -3.520 0.700
O 2.127 2.764 1.154
H 1.246 2.537 1.431
H 2.530 1.988 0.761
O -0.690 -3.008 -2.204
H -1.432 -3.618 -1.943
H -0.570 -2.596 -1.368
*
```

Its gap between HOMO and LUMO is 9.391 eV. The value obtained for the total energy is -11827.9108 eV. The LUMO energy comes out at 0.010 hartree. Its SMILES is N=C(N)N.O.O.O. The value obtained for the HOMO energy is -9.12 eV. As for the largest force on an atom: 3.55 eV/Å.


# 5
The following is a quantum chemistry calculation of the molecule C2H2N2OS at a distorted geometry, from OMol25.

Structure (ORCA input):
```
! RIJCOSX wB97M-V def2-TZVPD def2/J DEFGRID3
* xyz 0 1
S -2.640 -0.067 -0.006
C -1.021 -0.105 -0.050
N -0.135 -1.217 -0.030
C 1.049 -0.743 -0.041
O 1.150 0.605 0.052
N -0.137 0.969 -0.172
H 1.946 -1.333 -0.011
H -0.212 1.892 0.257
*
```

Its gap between HOMO and LUMO is 8.894 eV. The value obtained for the total energy is -17967.2173 eV. The LUMO energy comes out at 0.002 hartree. Its SMILES is S=c1nco[nH]1. The value obtained for the HOMO energy is -8.85 eV. As for the largest force on an atom: 2.55 eV/Å.


# 6
The following is a quantum chemistry calculation of a cluster of 2 separate species, CH4IN3 in total at a distorted geometry, from OMol25.

Structure (ORCA input):
```
! RIJCOSX wB97M-V def2-TZVPD def2/J DEFGRID3
* xyz 0 1
C 0.195 0.060 -0.152
N 0.953 0.343 2.005
N 1.140 -1.161 3.353
N 0.279 -0.386 1.192
I 1.849 -0.363 4.920
H -0.767 0.680 -0.397
H 0.881 0.842 -0.366
H 0.246 -0.634 -0.895
H 0.060 -1.244 1.582
*
```

Its gap between HOMO and LUMO (spin up / spin down) is 6.725 / 6.892 eV. The value obtained for the total energy is -13665.8943 eV. The LUMO energy (spin up / spin down) comes out at -0.022 / -0.019 hartree. The value obtained for the HOMO energy (spin up / spin down) is -7.33 / -7.41 eV. As for the largest force on an atom: 6.22 eV/Å.


# 7
The following is a quantum chemistry calculation of a cluster of 2 separate species, C11H18ClINO4 in total at a distorted geometry, from OMol25.

Structure (ORCA input):
```
! RIJCOSX wB97M-V def2-TZVPD def2/J DEFGRID3
* xyz 1 1
C 4.459 -3.188 -1.488
C 4.167 -1.909 -2.470
C 2.717 -1.176 -2.248
Cl 2.405 -0.173 -3.820
C 1.442 -2.192 -2.080
C 1.192 -3.387 -2.944
I 2.280 -4.187 -4.679
C -0.175 -3.993 -2.238
O -0.716 -5.206 -2.533
O -0.668 -3.020 -1.211
C 0.295 -1.953 -0.886
O 0.252 -1.011 0.068
H 5.006 -2.825 -0.492
H 5.207 -3.909 -2.073
H 3.524 -3.839 -1.222
H 4.359 -2.162 -3.618
H 4.995 -1.091 -2.204
H 2.752 -0.384 -1.371
C -3.597 2.430 0.974
C -2.941 1.578 2.053
C -2.550 2.378 3.306
O -1.377 3.157 3.040
C -1.645 4.508 2.669
N -1.681 0.999 1.488
H -2.888 3.102 0.482
H -4.029 1.791 0.196
H -4.408 3.036 1.394
H -3.596 0.742 2.317
H -2.273 1.671 4.096
H -3.378 2.981 3.696
H -2.596 4.875 3.066
H -1.642 4.587 1.579
H -0.837 5.136 3.053
H -1.786 0.638 0.531
H -1.307 0.252 2.083
H -0.963 1.744 1.485
*
```

Its gap between HOMO and LUMO is 7.774 eV. The value obtained for the total energy is -41989.7158 eV. The LUMO energy comes out at -0.164 hartree. The value obtained for the HOMO energy is -12.25 eV. As for the largest force on an atom: 10.30 eV/Å.


# 8
The following is a quantum chemistry calculation of a structure of composition C70H79CsN6P2Si4Te, from OMol25.

Structure (ORCA input):
```
! RIJCOSX wB97M-V def2-TZVPD def2/J DEFGRID3
* xyz 0 1
Cs 0.744 -1.098 0.417
C 5.129 3.338 -0.297
N 4.345 2.196 -0.729
C 3.532 1.414 0.050
N 2.876 0.544 -0.694
C 3.265 0.760 -1.984
C 4.172 1.795 -2.028
C 4.816 2.441 -3.181
C 4.027 2.932 -4.219
C 4.616 3.507 -5.332
C 5.998 3.605 -5.418
C 6.791 3.122 -4.387
C 6.203 2.537 -3.277
C 2.770 -0.025 -3.131
C 3.660 -0.468 -4.108
C 3.197 -1.153 -5.219
C 1.839 -1.400 -5.370
C 0.951 -0.970 -4.396
C 1.412 -0.297 -3.276
P 3.649 1.619 1.853
C 1.989 2.106 2.400
N 0.832 1.515 2.189
C -0.118 2.281 2.804
C 0.486 3.355 3.419
N 1.826 3.237 3.153
C 2.848 4.144 3.635
C -0.058 4.422 4.274
C -0.743 4.085 5.440
C -1.287 5.073 6.242
C -1.147 6.409 5.895
C -0.465 6.753 4.737
C 0.073 5.764 3.929
C -1.556 1.978 2.737
C -2.010 0.670 2.612
C -3.366 0.397 2.527
C -4.289 1.428 2.569
C -3.847 2.738 2.681
C -2.493 3.011 2.757
C 3.842 -0.062 2.524
N 3.120 -1.154 2.361
C 3.739 -2.138 3.077
C 4.863 -1.633 3.692
N 4.921 -0.311 3.332
C 5.875 0.661 3.832
C 5.827 -2.276 4.598
C 5.372 -2.904 5.755
C 6.262 -3.551 6.597
C 7.617 -3.571 6.296
C 8.078 -2.944 5.148
C 7.187 -2.306 4.300
C 3.234 -3.520 3.152
C 1.874 -3.772 3.299
C 1.411 -5.070 3.448
C 2.298 -6.135 3.427
C 3.653 -5.895 3.245
C 4.118 -4.598 3.111
H 4.558 3.936 0.410
H 5.358 3.946 -1.170
H 6.059 3.020 0.175
H 2.950 2.847 -4.151
H 3.994 3.879 -6.135
H 6.456 4.054 -6.288
H 7.868 3.189 -4.453
H 6.824 2.135 -2.485
H 4.719 -0.274 -3.997
H 3.898 -1.494 -5.969
H 1.476 -1.924 -6.243
H -0.108 -1.150 -4.501
H 0.696 0.049 -2.540
H 2.606 4.448 4.652
H 2.911 5.034 3.007
H 3.811 3.639 3.625
H -0.860 3.041 5.698
H -1.825 4.800 7.140
H -1.575 7.180 6.521
H -0.364 7.792 4.455
H 0.573 6.034 3.007
H -1.302 -0.146 2.545
H -3.694 -0.620 2.380
H -5.345 1.217 2.475
H -4.557 3.554 2.669
H -2.161 4.039 2.799
H 6.421 0.213 4.660
H 5.353 1.546 4.192
H 6.579 0.955 3.054
H 4.314 -2.892 5.983
H 5.897 -4.041 7.489
H 8.310 -4.075 6.954
H 9.132 -2.963 4.904
H 7.546 -1.841 3.390
H 1.174 -2.946 3.289
H 0.352 -5.250 3.577
H 1.934 -7.147 3.542
H 4.350 -6.721 3.205
H 5.175 -4.417 2.969
C -0.896 -6.316 0.903
P -0.774 -4.492 0.669
C -2.368 -3.977 1.416
C -2.344 -3.584 2.753
C -3.522 -3.329 3.439
C -4.739 -3.426 2.781
C -4.773 -3.782 1.440
C -3.597 -4.072 0.767
C -1.088 -4.317 -1.119
C -0.693 -5.303 -2.024
C -0.813 -5.093 -3.391
C -1.322 -3.895 -3.872
C -1.708 -2.908 -2.978
C -1.594 -3.117 -1.616
H 0.026 -6.807 0.596
H -1.739 -6.731 0.348
H -1.044 -6.510 1.966
H -1.394 -3.492 3.267
H -3.489 -3.028 4.479
H -5.658 -3.206 3.307
H -5.718 -3.840 0.916
H -3.634 -4.367 -0.273
H -0.291 -6.243 -1.669
H -0.509 -5.870 -4.080
H -1.417 -3.734 -4.938
H -2.105 -1.959 -3.314
H -1.921 -2.320 -0.955
C -5.201 -2.288 -2.259
Si -5.711 -0.481 -2.411
C -6.527 -0.016 -0.775
C -7.004 -0.397 -3.785
Si -3.956 0.999 -2.831
Te -2.062 0.789 -1.287
Si -4.815 3.155 -2.508
C -6.541 3.423 -3.232
C -3.652 4.407 -3.303
C -4.900 3.548 -0.672
Si -3.346 0.869 -5.087
C -3.262 -0.907 -5.733
C -1.660 1.658 -5.359
C -4.593 1.771 -6.182
H -6.089 -2.890 -2.044
H -4.485 -2.429 -1.449
H -4.745 -2.673 -3.171
H -7.277 -0.756 -0.488
H -7.019 0.955 -0.837
H -5.777 0.042 0.016
H -7.857 -1.038 -3.548
H -6.587 -0.740 -4.733
H -7.374 0.616 -3.937
H -6.582 3.173 -4.292
H -6.838 4.468 -3.121
H -7.283 2.812 -2.718
H -3.622 4.303 -4.388
H -2.638 4.270 -2.925
H -3.972 5.426 -3.071
H -5.593 2.888 -0.150
H -5.229 4.580 -0.520
H -3.920 3.418 -0.216
H -2.448 -1.468 -5.274
H -3.090 -0.902 -6.812
H -4.188 -1.451 -5.544
H -0.897 1.174 -4.748
H -1.677 2.711 -5.078
H -1.368 1.587 -6.409
H -5.600 1.370 -6.059
H -4.319 1.676 -7.235
H -4.631 2.834 -5.941
*
```

Its gap between HOMO and LUMO is 5.473 eV. The value obtained for the total energy is -140749.1797 eV. The LUMO energy comes out at -0.003 hartree. The value obtained for the HOMO energy is -5.56 eV. As for the largest force on an atom: 0.65 eV/Å.


# 9
The following is a quantum chemistry calculation of a structure of composition C31H50AlP2 at a distorted geometry, from OMol25.

Structure (ORCA input):
```
! RIJCOSX wB97M-V def2-TZVPD def2/J DEFGRID3
* xyz 1 1
Al -0.178 0.016 1.419
C -0.374 -2.533 2.224
C 0.986 -2.746 1.930
C 0.903 -0.921 3.353
C -0.487 -1.357 3.080
C 1.771 -1.808 2.655
C -1.492 -3.456 1.922
H -1.364 -3.953 0.948
H -2.456 -2.928 1.907
H -1.567 -4.249 2.687
C -1.575 -1.247 4.112
H -2.477 -1.787 3.805
H -1.871 -0.211 4.297
H -1.244 -1.674 5.078
C 1.312 -0.137 4.552
H 0.998 -0.653 5.480
H 0.873 0.866 4.569
H 2.400 -0.012 4.598
C 3.243 -1.865 2.823
H 3.513 -2.501 3.682
H 3.671 -0.870 3.013
H 3.740 -2.292 1.941
C 1.529 -3.896 1.162
H 1.746 -4.750 1.821
H 2.462 -3.631 0.651
H 0.812 -4.241 0.406
C -1.638 0.266 -4.572
C -1.545 -1.069 -4.690
C -0.764 -1.754 -5.783
C 0.629 -1.162 -6.082
C 1.357 -0.596 -4.886
C 1.334 0.697 -4.516
C 0.406 1.746 -5.070
C -0.984 1.241 -5.516
H -1.340 -1.749 -6.727
H 0.552 -0.423 -6.893
H -0.642 -2.819 -5.524
H -0.921 0.838 -6.538
H -2.345 0.725 -3.874
H -2.212 -1.730 -4.129
H -1.640 2.128 -5.584
H 0.268 2.530 -4.304
H 2.129 1.091 -3.873
H 0.881 2.253 -5.934
H 1.250 -1.982 -6.484
H 2.042 -1.299 -4.405
P -0.959 -0.384 -0.734
P 1.813 0.894 0.433
C -0.040 0.865 -1.736
C 1.102 1.663 -1.077
H -0.797 1.554 -2.139
H 0.345 0.286 -2.588
H 1.936 1.785 -1.785
H 0.739 2.665 -0.791
C 2.696 2.204 1.329
H 3.382 1.742 2.056
H 1.978 2.839 1.867
H 3.268 2.815 0.610
C 3.106 -0.222 -0.200
H 3.635 0.280 -1.029
H 2.668 -1.166 -0.561
H 3.822 -0.452 0.603
C -2.710 -0.061 -1.052
H -3.311 -0.747 -0.444
H -2.916 -0.228 -2.116
H -2.960 0.973 -0.780
C -0.589 -1.984 -1.490
H 0.438 -2.301 -1.258
H -0.721 -1.899 -2.580
H -1.293 -2.729 -1.087
C -1.501 1.547 1.720
C -1.573 2.619 2.782
C -1.351 2.325 4.139
C -1.686 3.228 5.146
C -2.187 4.490 4.804
C -2.320 4.847 3.453
C -2.000 3.930 2.454
H -2.415 0.923 1.803
H -1.533 2.072 0.752
H -0.935 1.355 4.394
H -1.563 2.945 6.196
H -2.481 5.194 5.587
H -2.672 5.841 3.187
H -2.108 4.193 1.396
*
```

Its gap between HOMO and LUMO is 7.992 eV. The value obtained for the total energy is -58127.5684 eV. The LUMO energy comes out at -0.075 hartree. The value obtained for the HOMO energy is -10.04 eV. As for the largest force on an atom: 2.80 eV/Å.


# 10
The following is a quantum chemistry calculation of a cluster of 2 separate species, C5H13NO in total at a distorted geometry, from OMol25.

Structure (ORCA input):
```
! RIJCOSX wB97M-V def2-TZVPD def2/J DEFGRID3
* xyz 0 1
C -1.032 -2.348 -1.012
C -0.159 -1.872 0.145
C 0.512 -3.217 0.637
C 0.020 -0.586 0.446
C -0.575 0.601 -0.309
N 1.036 -0.313 1.329
H -1.196 -1.547 -1.870
H -0.742 -3.196 -1.616
H -1.940 -2.748 -0.652
H 1.058 -3.087 1.574
H -0.117 -4.028 0.587
H 1.314 -3.336 -0.144
H -1.538 0.934 -0.023
H -0.471 0.527 -1.316
H -0.036 1.539 -0.001
H 1.593 -1.062 1.769
H 0.970 0.649 1.656
O 0.128 6.092 -0.898
H -0.050 6.450 -0.068
H 0.285 6.898 -1.460
*
```

Its gap between HOMO and LUMO is 8.093 eV. The value obtained for the total energy is -8931.6092 eV. The LUMO energy comes out at 0.033 hartree. Its SMILES is CC(C)=C(C)N.O. The value obtained for the HOMO energy is -7.21 eV. As for the largest force on an atom: 5.51 eV/Å.


Question: Look up the total energy of the sixth one.
Answer: -13665.8943 eV


Question: Number 3 is which compound?
Answer: C36H30BrF3IN5O3S3SbTi


Question: The lowest total energy belongs to which entry?
Answer: C36H30BrF3IN5O3S3SbTi